Formula: C30H23N4O6S
Source: the OMol25 dataset
Level of theory: ωB97M-V/def2-TZVPD

Values from the calculation:
lowest unoccupied orbital energy = -3.75 eV
largest force on an atom = 2.2 eV/A
2S+1 = 1
net charge = +1

CARTESIAN COORDINATES (ANGSTROEM)
N 2.24617 4.89620 1.51679
C 1.38959 4.14305 2.16814
N 1.77505 3.74508 3.45486
C 2.47729 2.42595 3.41710
O 3.27375 2.28316 2.27462
N 4.49668 3.02401 2.42545
O 4.94962 3.23963 1.38909
N 0.24143 3.73115 1.69301
S -0.29563 4.15268 0.11492
H 2.73517 5.46196 2.21006
H 1.80781 5.55961 0.88048
H 0.93445 3.57818 4.00312
H 3.09317 2.30615 4.30684
H 1.77657 1.59099 3.41006
H -0.32055 3.12933 2.28371
H -0.29056 2.99566 -0.59493
C -6.13484 -2.37600 2.61725
C -4.95897 -1.82337 3.11389
C -4.30069 -0.83619 2.40122
C -4.80818 -0.40345 1.18181
C -5.97676 -0.97590 0.67321
C -6.64215 -1.95408 1.39995
C -6.51202 -0.56229 -0.65224
O -7.52726 -1.05395 -1.09329
C -5.76509 0.46569 -1.42834
C -6.21665 0.82570 -2.69146
C -5.54080 1.78971 -3.41960
C -4.41427 2.40597 -2.88491
C -3.95736 2.04668 -1.62882
C -4.62335 1.06964 -0.89863
C -4.10174 0.66904 0.43523
O -3.11184 1.20563 0.90390
H -6.65268 -3.14139 3.17997
H -4.55829 -2.16367 4.05974
H -3.38950 -0.40364 2.79034
H -7.55345 -2.38756 1.01139
H -7.09458 0.34936 -3.10590
H -5.89187 2.06497 -4.40528
H -3.89190 3.16487 -3.45313
H -3.07945 2.52316 -1.21443
C 2.02120 0.68397 -2.19240
C 2.45174 1.00816 -0.90876
C 3.26857 0.13771 -0.20922
C 3.65159 -1.06622 -0.78342
C 3.20211 -1.40252 -2.06001
C 2.39480 -0.51910 -2.76633
C 3.56500 -2.71255 -2.67318
O 3.17639 -3.00003 -3.78452
C 4.40439 -3.65417 -1.88570
C 4.70754 -4.90174 -2.41549
C 5.49881 -5.78335 -1.69882
C 5.99885 -5.41977 -0.45239
C 5.69611 -4.17988 0.08372
C 4.89153 -3.29628 -0.62487
C 4.54666 -1.98273 -0.02290
O 4.97581 -1.65861 1.06619
H 1.38992 1.36993 -2.74426
H 2.15162 1.94622 -0.45450
H 3.60713 0.39293 0.78364
H 2.05777 -0.77518 -3.76157
H 4.32229 -5.18427 -3.38564
H 5.72975 -6.75658 -2.11134
H 6.62273 -6.10822 0.10220
H 6.08136 -3.89943 1.05440

---

Formula: C30H24CoF5IN2O2
Source: the OMol25 dataset
Level of theory: ωB97M-V/def2-TZVPD

Values from the calculation:
lowest unoccupied orbital energy (spin up / spin down) = 4.15 / 4.13 eV
largest force on an atom = 1.2 eV/A
2S+1 = 4
energy relative to the best compared isomer or geometry (same formula, charge and spin) = 64.7 kcal/mol
net charge = -2

CARTESIAN COORDINATES (ANGSTROEM)
Co 0.63628 0.96948 -1.19043
C -3.71632 1.90598 -2.10383
C -3.42212 1.48978 -0.69033
N -4.44632 1.42738 0.15277
C -4.19042 0.99708 1.38687
C -2.94622 0.63388 1.85227
C -2.84642 0.12238 3.26197
O -2.63542 -1.28702 3.34187
C -1.80482 0.71778 0.98697
C -0.53142 0.38098 1.47137
N 0.65458 0.47328 0.84887
C 1.81748 0.29668 1.49947
C 1.94928 0.08588 2.90687
C 3.14578 -0.15742 3.52677
C 4.33448 -0.19102 2.80597
C 4.27458 0.10068 1.44967
C 3.07028 0.33228 0.83377
I 3.24698 0.95738 -1.25973
C -2.08822 1.13888 -0.36883
O -1.23642 1.15878 -1.33203
H -4.77212 2.14588 -2.20643
H -3.45942 1.09558 -2.78663
H -3.10862 2.76758 -2.37983
H -5.06162 0.94368 2.03817
H -3.79072 0.29328 3.79117
H -2.04442 0.63878 3.81467
H -2.02012 -1.50852 2.63127
H -0.50732 0.02218 2.49967
H 1.06868 0.15618 3.52597
H 3.16538 -0.30412 4.60167
H 5.28308 -0.38802 3.28677
H 5.18438 0.15828 0.86537
F 0.62198 3.26848 1.43977
C 0.57168 3.80588 0.19547
C 0.66698 2.97888 -0.92373
C 0.65008 3.68388 -2.13073
F 0.76758 2.96308 -3.28073
C 0.53958 5.05858 -2.24763
F 0.54578 5.68578 -3.45893
C 0.43658 5.82628 -1.09443
F 0.32068 7.18188 -1.16903
C 0.45558 5.18708 0.13657
F 0.38298 5.93958 1.26947
C -1.40762 -1.99982 -1.06703
C -0.08752 -2.11282 -1.84943
C -0.40812 -2.58642 -3.28093
C 0.60928 -0.77562 -1.92863
C 0.75028 -3.16822 -1.12583
C 0.41588 -4.51992 -1.15753
C 1.14858 -5.45792 -0.44983
C 2.23928 -5.07092 0.30897
C 2.58828 -3.73192 0.34777
C 1.84928 -2.80052 -0.35993
H -2.03132 -1.23232 -1.51813
H -1.19772 -1.70152 -0.04453
H -1.95022 -2.94772 -1.05923
H -0.96802 -1.80482 -3.79023
H -1.00472 -3.49862 -3.28763
H 0.51238 -2.76252 -3.83803
H 0.98868 -0.64502 -2.96213
H -0.43362 -4.86252 -1.73103
H 0.86098 -6.50312 -0.48253
H 2.81078 -5.80762 0.86177
H 3.43498 -3.40542 0.93547
H 2.11778 -1.75802 -0.31943

---

Formula: C30H24F5N6Ta
Source: the OMol25 dataset
Level of theory: ωB97M-V/def2-TZVPD

Values from the calculation:
lowest unoccupied orbital energy = -6.61 eV
largest force on an atom = 2.8 eV/A
2S+1 = 1
energy relative to the best compared isomer or geometry (same formula, charge and spin) = 0.0 kcal/mol
net charge = +2

CARTESIAN COORDINATES (ANGSTROEM)
Ta -0.18734 0.47344 0.28509
C 1.19042 3.57520 -0.20818
N -0.00061 3.06419 0.49677
C -1.28169 3.67129 0.10722
C -2.12329 2.72756 -0.69191
N -2.01908 1.40168 -0.68880
C -3.08646 0.91677 -1.45951
C -3.48684 -0.38186 -1.74387
C -4.60300 -0.53178 -2.54121
C -5.30912 0.57179 -3.03763
C -4.93652 1.86631 -2.73533
C -3.81486 2.01081 -1.93210
N -3.16464 3.13214 -1.42342
C 1.98418 2.45609 -0.80190
N 1.63568 1.17618 -0.76364
C 2.66406 0.45302 -1.38782
C 2.82701 -0.91150 -1.60068
C 3.98472 -1.30720 -2.24023
C 4.94974 -0.38307 -2.66292
C 4.79555 0.97319 -2.45440
C 3.63477 1.36602 -1.80453
N 3.15892 2.61730 -1.41183
H 1.83804 4.12299 0.47948
H 0.90516 4.27172 -0.99914
H 0.13513 3.21361 1.48893
H -1.14225 4.59839 -0.45285
H -1.84884 3.93378 1.00376
H -2.95659 -1.22747 -1.33305
H -4.95113 -1.52760 -2.78015
H -6.17216 0.40674 -3.66780
H -5.49712 2.72042 -3.09047
H -3.45547 4.08920 -1.55194
H 2.07998 -1.62324 -1.27482
H 4.15368 -2.36021 -2.41977
H 5.83628 -0.74306 -3.16626
H 5.54037 1.68798 -2.77713
H 3.64113 3.49127 -1.55581
F -2.28747 -0.39549 2.55990
C -1.25401 0.15050 3.22954
C -0.20015 0.59938 2.45616
C 0.86244 1.20331 3.09762
F 1.87248 1.64608 2.29264
C 0.91830 1.35499 4.46702
F 1.94323 1.94429 5.05887
C -0.15025 0.86985 5.21779
F -0.12826 0.99675 6.52469
C -1.24777 0.26479 4.60676
F -2.24558 -0.17592 5.34784
C 2.05702 -2.08950 2.01449
C 1.23123 -3.08715 1.25315
C 1.42678 -4.44108 1.44528
C 0.67202 -5.37904 0.75633
C -0.26486 -4.95940 -0.17314
C -0.49391 -3.61453 -0.40736
C -1.51065 -3.19588 -1.42865
C 0.22691 -2.65744 0.34292
N 0.00289 -1.31610 0.20469
H 2.95737 -2.56204 2.40180
H 1.49332 -1.70190 2.86494
H 2.35451 -1.24716 1.38305
H 2.18986 -4.76432 2.14231
H 0.82387 -6.43518 0.93292
H -0.82676 -5.69279 -0.73805
H -1.56116 -3.92439 -2.23590
H -1.27796 -2.22025 -1.85316
H -2.50124 -3.16243 -0.96660

---

Formula: C30H24GeN3S4SbW
Source: the OMol25 dataset
Level of theory: ωB97M-V/def2-TZVPD

Values from the calculation:
lowest unoccupied orbital energy = 4.11 eV
largest force on an atom = 0.6 eV/A
2S+1 = 1
energy relative to the best compared isomer or geometry (same formula, charge and spin) = 17.9 kcal/mol
net charge = -2

CARTESIAN COORDINATES (ANGSTROEM)
W 1.20398 -2.76083 0.35902
S -0.26344 -5.36264 3.66336
Sb 0.40095 -5.14965 1.49586
S 2.75591 -4.12549 1.37803
S 0.07882 -3.40815 -1.43805
S 0.46759 -7.04985 0.26213
C -1.28363 -0.49415 5.26232
C -1.73372 -1.61489 4.57069
C -1.19270 -1.96094 3.34751
C -0.17208 -1.18809 2.79197
C 0.29438 -0.06723 3.48708
C -0.26367 0.27054 4.71056
N 0.27936 -1.47366 1.51572
N 1.49594 -0.87490 1.06675
C 2.32932 -0.82830 -1.18425
C 2.72514 -0.27437 -2.42738
C 3.75469 -0.85411 -3.12298
C 4.41213 -1.99523 -2.63298
C 3.94528 -2.53702 -1.45488
N 2.96592 -1.97023 -0.76421
H -1.71274 -0.22978 6.22179
H -2.51076 -2.24147 4.99244
H -1.53498 -2.84383 2.82574
H 1.08499 0.52337 3.04392
H 0.10452 1.14500 5.23667
H 2.22771 0.60574 -2.81284
H 4.06466 -0.41952 -4.06699
H 5.21916 -2.45885 -3.18213
H 4.31905 -3.46231 -1.02976
C 1.28980 -0.43798 -0.32027
Ge -0.15057 0.75717 -0.71525
C -1.86380 0.23187 0.08798
C -2.59879 -0.83537 -0.42467
C -3.78444 -1.23372 0.17681
C -4.25487 -0.56882 1.30163
C -3.52947 0.49040 1.82636
C -2.34332 0.88569 1.22163
C 0.26005 2.54304 0.01838
C -0.64973 3.60056 -0.00616
C -0.31777 4.84371 0.51678
C 0.93391 5.04765 1.08263
C 1.84753 4.00293 1.12314
C 1.51087 2.76343 0.59340
C -0.38761 0.93661 -2.65715
C -0.52987 2.17568 -3.27721
C -0.67779 2.27104 -4.65715
C -0.68131 1.12164 -5.43346
C -0.53008 -0.12007 -4.82766
C -0.38060 -0.21193 -3.45130
H -2.22709 -1.39190 -1.27747
H -4.32797 -2.08206 -0.22159
H -5.16820 -0.89647 1.78413
H -3.86418 0.99133 2.72693
H -1.77481 1.69587 1.66332
H -1.63773 3.44700 -0.42903
H -1.03910 5.65281 0.49076
H 1.19227 6.01522 1.49699
H 2.82202 4.15133 1.57356
H 2.22046 1.94270 0.63541
H -0.51808 3.08132 -2.67985
H -0.78488 3.24381 -5.12404
H -0.79041 1.19229 -6.50980
H -0.51279 -1.02131 -5.42885
H -0.21338 -1.18459 -2.99406

---

Formula: C30H25AsN3O2SSc
Source: the OMol25 dataset
Level of theory: ωB97M-V/def2-TZVPD

Values from the calculation:
lowest unoccupied orbital energy = -0.16 eV
largest force on an atom = 2.2 eV/A
2S+1 = 1
energy relative to the best compared isomer or geometry (same formula, charge and spin) = 0.0 kcal/mol

CARTESIAN COORDINATES (ANGSTROEM)
Sc 1.44645 -0.25834 0.80335
C 2.16892 -2.91909 -2.71165
C 3.47273 -3.29315 -2.38204
C 3.91862 -3.13814 -1.08434
C 3.13549 -2.46089 -0.17239
N 1.90645 -1.97898 -0.54144
C 1.38597 -2.34021 -1.75976
C 3.51746 -2.21565 1.21729
C 4.20560 -3.21985 1.93244
C 4.41685 -3.11257 3.30551
C 4.09210 -1.92267 3.93760
C 3.59031 -0.84371 3.21369
C 3.15944 -1.03787 1.89899
H 1.77377 -3.10086 -3.70520
H 4.11608 -3.71218 -3.15385
H 4.88268 -3.51457 -0.78381
H 0.35795 -2.06324 -1.98162
H 4.57147 -4.10095 1.41587
H 4.87040 -3.91840 3.86512
H 4.33667 -1.81361 4.99061
H 3.45607 0.11188 3.71844
N 1.14649 1.33297 2.44057
N 0.50311 0.66654 3.48127
C -0.32051 -0.42957 3.14997
O -1.21159 -0.76444 3.92563
O -0.01721 -1.03180 2.00121
H 2.00067 1.81939 2.74262
H 0.56562 2.01600 1.91482
H 0.13415 1.26181 4.20652
S 1.93044 1.27609 -1.45004
C 0.58722 0.95172 -2.53931
C 0.83908 0.77524 -3.91734
C -0.22629 0.73708 -4.82313
C -1.52822 0.87763 -4.37666
C -1.77988 1.00151 -3.02035
C -0.75797 0.98131 -2.10613
As -1.08256 1.18589 -0.21971
C -2.58534 -0.06865 0.10791
C -3.28250 -0.01479 1.32109
C -4.06797 -1.05402 1.77422
C -4.28314 -2.14117 0.92512
C -3.63000 -2.21328 -0.28631
C -2.75248 -1.21766 -0.67197
C -1.87181 2.94937 -0.14962
C -3.23326 3.17784 0.01219
C -3.72266 4.47078 0.00936
C -2.85861 5.53701 -0.21000
C -1.51453 5.31924 -0.42257
C -1.00697 4.03383 -0.34960
H 1.88870 0.77817 -4.21803
H -0.00093 0.58404 -5.87633
H -2.36912 0.89161 -5.07004
H -2.82020 1.04378 -2.68002
H -3.21804 0.87083 1.96989
H -4.49259 -1.02684 2.78168
H -4.96297 -2.94794 1.23476
H -3.86145 -3.04352 -0.96104
H -2.21302 -1.31795 -1.62347
H -3.88005 2.32055 0.15527
H -4.77368 4.68910 0.16881
H -3.22887 6.56714 -0.20605
H -0.87286 6.16232 -0.62196
H 0.05029 3.84593 -0.54603

---

Formula: C30H25BN9O3PtS7
Source: the OMol25 dataset
Level of theory: ωB97M-V/def2-TZVPD

Values from the calculation:
lowest unoccupied orbital energy (spin up / spin down) = -2.62 / -7.24 eV
largest force on an atom = 4.9 eV/A
2S+1 = 5
net charge = +1

CARTESIAN COORDINATES (ANGSTROEM)
Pt 0.00155 -0.94609 0.47852
C -3.84050 -0.59515 2.07472
C -2.84021 -0.23676 1.17368
N -1.71975 -0.82018 1.51274
N -1.94541 -1.68806 2.56141
C -3.24941 -1.53694 2.90949
B -0.98330 -2.94562 2.82304
N 0.42043 -2.64974 3.35512
C 1.28511 -3.59149 3.83647
C 2.29889 -2.94640 4.50448
C 2.05646 -1.56844 4.35641
N 0.91996 -1.37274 3.65631
N -0.75926 -3.68645 1.36531
C -1.14661 -4.91533 0.91014
C -0.90540 -4.96300 -0.47510
C -0.42892 -3.69442 -0.80623
N -0.33737 -2.93738 0.30545
H -4.85980 -0.25159 2.06435
H -2.85385 0.42145 0.33525
H -3.71147 -2.09525 3.72184
H -1.48634 -3.70646 3.61552
H 1.07238 -4.64429 3.66068
H 3.15959 -3.42019 5.01181
H 2.61546 -0.76244 4.83585
H -1.57818 -5.61341 1.57604
H -1.06386 -5.80840 -1.15155
H -0.15603 -3.27684 -1.76551
C -0.60706 0.78780 -5.03135
S -1.96764 1.94206 -5.24698
C -3.40623 1.01706 -5.06206
C -3.76069 0.26900 -3.88334
S -2.70995 -0.34972 -2.69925
S -5.42632 -0.38989 -4.04700
C -5.66680 -0.16443 -5.78494
S -7.11863 -0.40401 -6.48279
S -4.36676 0.86829 -6.47788
H 0.26718 1.24830 -4.52452
H -0.30526 0.49155 -6.06979
H -0.93014 -0.07968 -4.43589
O 2.71980 -2.40978 1.25942
C 2.72381 -2.01871 0.06244
N 1.76326 -1.29722 -0.59497
S 2.07570 -0.91159 -2.16268
O 2.18799 0.53089 -2.32013
O 1.20146 -1.57486 -3.10478
C 3.66298 -1.65280 -2.09639
C 4.66482 -1.47670 -3.02443
C 5.94882 -1.85765 -2.65827
C 6.19814 -2.44014 -1.42042
C 5.15031 -2.70240 -0.55050
C 3.86814 -2.29552 -0.87661
H 4.39909 -1.10373 -4.01355
H 6.74875 -1.72267 -3.41142
H 7.23631 -2.71958 -1.13659
H 5.33830 -3.12874 0.44188
S 1.18000 5.40737 1.01334
C 0.78505 3.69336 0.88721
C 0.91261 2.82102 1.97383
C 0.71880 1.47066 1.79341
N 0.32818 0.98511 0.60884
C 0.06215 1.80964 -0.39796
C 0.25254 3.18118 -0.30784
C -0.35761 6.03288 1.54778
C -0.43932 6.53989 2.85159
C -1.67700 6.96253 3.30032
N -2.72392 7.01977 2.49793
C -2.65288 6.53906 1.24344
C -1.48206 6.06059 0.70526
H 1.26973 3.15996 2.92297
H 0.79414 0.69045 2.56525
H -0.37363 1.37463 -1.29956
H -0.03853 3.81626 -1.13885
H 0.48077 6.63291 3.43419
H -1.86758 7.31043 4.29601
H -3.60092 6.54074 0.75255
H -1.42409 5.74805 -0.34316

---

Formula: C30H25Cl5N5O5PS2W
Source: the OMol25 dataset
Level of theory: ωB97M-V/def2-TZVPD

Values from the calculation:
lowest unoccupied orbital energy (spin up / spin down) = -6.80 / -6.91 eV
largest force on an atom = 1.1 eV/A
2S+1 = 1
energy relative to the best compared isomer or geometry (same formula, charge and spin) = 0.0 kcal/mol
net charge = +2

CARTESIAN COORDINATES (ANGSTROEM)
W -0.32464 -0.61141 1.10752
O -3.65682 1.99513 2.14510
C -2.55199 1.30199 2.03213
O -2.43865 0.27385 1.36656
C -1.39257 1.74082 2.79929
C -1.37465 2.74935 3.74195
C -0.25932 2.88084 4.55957
C 0.73235 1.91788 4.48748
C 0.64849 0.92054 3.52661
N -0.34904 0.90098 2.60428
C 1.38264 -0.33707 3.48267
O 2.37415 -0.63304 4.27526
O 0.99759 -1.19050 2.67319
H -4.38455 1.55316 1.67540
H -2.24315 3.38700 3.83773
H -0.19567 3.66466 5.30081
H 1.54190 1.93852 5.20646
H 2.59848 0.06766 4.90268
Cl -4.17164 -6.96038 2.85149
C -3.40694 -5.51364 2.36470
C -3.01141 -4.57909 3.32676
Cl -3.28492 -4.86293 4.98922
C -2.39564 -3.40767 2.91834
Cl -1.91710 -2.18710 4.04997
C -2.14902 -3.16401 1.56710
O -1.52619 -2.03040 1.21076
C -2.55688 -4.08399 0.61219
Cl -2.29642 -3.71699 -1.05022
C -3.18876 -5.25987 1.00908
Cl -3.69074 -6.38826 -0.17303
C -2.66455 4.57643 -0.58814
C -2.44914 4.31655 -2.07466
C -3.64717 3.61034 -2.70454
C -1.13997 3.56576 -2.33824
N -1.14821 2.18446 -1.84151
C -1.50380 1.05914 -2.47744
N -1.32703 0.04076 -1.66865
N -0.88633 0.59305 -0.54604
N -0.79763 1.87724 -0.60111
H -3.56835 5.16614 -0.43603
H -1.82658 5.12260 -0.15140
H -2.78634 3.64030 -0.04008
H -2.31252 5.27822 -2.57574
H -3.85781 2.66003 -2.20522
H -3.48753 3.41960 -3.76761
H -4.53933 4.22782 -2.61122
H -0.30356 4.06890 -1.85692
H -0.94606 3.50419 -3.40791
H -1.83308 0.99421 -3.50073
S 1.83716 0.57826 0.49940
P 2.23472 -1.08052 -0.67129
S 0.92003 -2.46198 0.03254
C 1.90290 -0.76347 -2.40531
C 1.00457 -1.54420 -3.12557
C 0.80420 -1.27561 -4.47333
C 1.48186 -0.23034 -5.08426
C 2.37584 0.55148 -4.36015
C 2.59576 0.28220 -3.02041
C 3.94469 -1.55779 -0.48981
C 4.83644 -0.81952 0.28321
C 6.16004 -1.22707 0.36433
C 6.57822 -2.36319 -0.31191
C 5.68449 -3.09962 -1.08013
C 4.36506 -2.69698 -1.17959
H 0.46288 -2.34628 -2.64279
H 0.12307 -1.88915 -5.04831
H 1.32560 -0.03071 -6.13656
H 2.91414 1.35536 -4.84422
H 3.30669 0.87231 -2.45273
H 4.49468 0.05858 0.81452
H 6.86325 -0.65735 0.95642
H 7.61047 -2.67946 -0.24218
H 6.02210 -3.98436 -1.60243
H 3.66725 -3.26234 -1.78732